The following is a DFT calculation (wB97M-V/def2-TZVPD) of a structure of composition C16H18BFN6Zn at a distorted geometry.

Calculated values
E_tot (Ha): -2853.06072

ORCA input file:
```
! wB97M-V def2-TZVPD RIJCOSX def2/J DEFGRID3
* xyz 0 1
H -2.578 -0.049 2.177
N -1.081 -1.113 1.127
B 0.214 -2.465 -0.588
N -1.025 -2.215 0.350
C -2.183 -2.880 0.550
Zn 1.142 0.726 0.289
H -2.321 -3.860 0.122
C -2.990 -2.123 1.397
H -3.982 -2.377 1.742
C -2.278 -0.968 1.694
H 0.194 -3.603 -0.969
C 2.449 2.049 -0.370
H 2.192 2.987 0.147
H 2.520 2.243 -1.433
H 3.416 1.674 -0.006
N 1.518 -2.192 0.229
N 0.233 -1.465 -1.802
N 1.804 -0.910 0.767
N 0.434 -0.115 -1.593
C 2.506 -3.050 0.542
C 0.162 -1.700 -3.131
H 2.473 -4.065 0.162
H 0.039 -2.709 -3.498
C 3.438 -2.398 1.343
C 0.312 -0.492 -3.799
C 2.963 -1.086 1.463
C 0.489 0.474 -2.798
H 4.325 -2.843 1.778
H 0.301 -0.309 -4.859
H 3.426 -0.278 2.018
H 0.650 1.540 -2.904
H -0.231 -0.575 1.289
F -3.351 4.981 0.864
C -2.461 3.931 0.817
C -2.114 3.397 -0.418
C -1.157 2.347 -0.433
C -0.520 1.900 0.712
C -0.917 2.434 1.933
C -1.888 3.478 2.004
H -2.561 3.769 -1.341
H -0.904 1.915 -1.400
H -0.478 2.081 2.868
H -2.181 3.914 2.959
*
```